70
Properties=species:S:1:pos:R:3:lowdin_charge:R:1 method="wB97M-V/def2-TZVPD" total_energy_ev=-49392.920 homo_ev=-9.8 total_charge=+1 lumo_ev=-8.27 de_lowest_kj_mol=731.7
Cd -3.50 -1.46 -2.96 0.906
C -0.14 0.16 0.15 -0.180
O -0.54 -0.58 -0.99 -0.194
H -0.74 -0.22 0.98 0.071
H 0.94 0.16 0.29 0.096
H -0.45 1.20 0.06 0.101
C -5.69 2.98 -2.08 -0.768
O -5.13 1.90 -2.00 -0.055
N -6.92 3.04 -2.48 0.166
N -5.14 4.18 -1.77 0.159
H -7.36 2.16 -2.70 0.127
H -7.40 3.92 -2.35 0.120
H -5.54 5.05 -2.10 0.108
H -4.18 4.12 -1.49 0.111
C 2.30 -5.19 0.49 -0.752
O 2.72 -5.98 1.33 0.025
N 2.97 -4.16 0.03 0.151
N 1.05 -5.19 0.03 0.148
H 2.44 -3.48 -0.49 0.097
H 3.65 -3.81 0.69 0.121
H 0.71 -4.30 -0.30 0.093
H 0.38 -5.85 0.39 0.118
C -6.39 0.42 4.20 -0.721
O -6.14 0.01 5.37 -0.003
N -5.58 0.37 3.15 0.139
N -7.51 0.99 3.81 0.141
H -5.97 0.62 2.25 0.100
H -4.63 0.06 3.27 0.113
H -8.10 0.99 4.63 0.124
H -7.72 0.69 2.87 0.107
C -0.82 -4.87 -5.36 -0.734
O -1.75 -4.29 -4.74 -0.095
N -0.45 -4.63 -6.62 0.162
N -0.11 -5.79 -4.79 0.165
H -0.99 -4.01 -7.20 0.118
H 0.27 -5.24 -6.99 0.108
H 0.65 -6.28 -5.25 0.123
H -0.43 -5.95 -3.85 0.124
C 3.38 4.27 2.63 -0.118
C 4.09 5.15 1.62 -0.255
C 3.57 4.92 0.15 -0.163
C 2.19 5.52 0.05 -0.246
N 1.18 6.02 0.02 0.134
H 2.50 4.61 3.18 0.081
H 4.18 4.23 3.37 0.068
H 3.36 3.25 2.26 0.069
H 5.17 4.97 1.62 0.105
H 3.97 6.19 1.95 0.112
H 3.57 3.88 -0.18 0.106
H 4.19 5.49 -0.54 0.107
N 3.02 0.47 -4.99 -0.024
C 2.65 1.26 -6.01 -0.115
C 3.80 2.00 -6.22 -0.122
C 4.87 1.58 -5.40 -0.088
C 4.32 0.53 -4.72 -0.162
H 2.35 0.00 -4.39 0.152
H 1.63 1.39 -6.34 0.112
H 3.90 2.83 -6.90 0.092
H 5.87 1.96 -5.31 0.101
H 4.86 0.02 -3.94 0.112
N 1.64 -2.20 5.97 0.010
C 0.66 -1.45 6.47 -0.116
C 0.55 -1.75 7.86 -0.084
C 1.56 -2.66 8.19 -0.066
C 2.15 -2.94 6.95 -0.129
H 1.75 -2.32 4.97 0.161
H 0.01 -0.93 5.78 0.110
H -0.14 -1.15 8.43 0.096
H 1.63 -3.14 9.16 0.104
H 2.83 -3.77 6.83 0.116

=====

22
Properties=species:S:1:pos:R:3:lowdin_charge:R:1 method="wB97M-V/def2-TZVPD" total_energy_ev=-19149.281 homo_ev="-17.1 / -16.9" total_charge=+2 lumo_ev="-10.16 / -10.80" de_lowest_kj_mol=0.0
C -2.97 0.08 -0.36 -0.047
C -0.42 -0.82 0.19 -0.215
C -2.97 -1.23 0.35 -0.068
C -1.54 -1.75 -0.03 -0.078
N -1.89 0.71 -0.60 0.084
N 5.03 -1.18 -0.55 0.355
N 1.05 4.53 0.39 0.240
N 3.98 -1.20 -0.03 0.057
N 1.04 3.45 -0.01 -0.208
N 2.81 -0.93 -0.09 0.158
N 1.90 -1.15 0.74 0.146
N 1.09 2.32 -0.07 0.165
N -0.69 0.46 -0.10 0.107
N 0.71 -1.29 0.67 0.223
H -3.81 0.50 -0.79 0.124
H -3.11 -1.04 1.36 0.113
H -3.81 -1.74 -0.19 0.168
H -1.46 -1.88 -1.11 0.146
H -1.49 -2.83 0.32 0.172
H 5.85 -1.58 -0.23 0.135
H 0.53 5.36 0.15 0.146
H 0.17 1.23 -0.03 0.077

=====

11
Properties=species:S:1:pos:R:3:lowdin_charge:R:1 method="wB97M-V/def2-TZVPD" total_energy_ev=-108562.484 homo_ev="-9.0 / -8.9" total_charge=0 lumo_ev="-1.50 / -1.86" de_lowest_kj_mol=183.5
C -1.67 -0.08 0.24 -0.206
C -0.61 -0.62 -0.62 -0.669
O 1.45 1.53 1.38 -0.488
P 1.70 0.65 0.25 -0.091
Cl 2.38 1.74 -1.33 0.220
Cl 3.22 -0.61 0.68 0.254
Br -0.06 -2.38 -0.31 0.686
H -2.58 -0.68 0.11 0.088
H -1.90 0.95 -0.02 0.086
H -1.40 -0.14 1.29 0.083
H -0.53 -0.34 -1.66 0.038

=====

28
Properties=species:S:1:pos:R:3:lowdin_charge:R:1 method="wB97M-V/def2-TZVPD" total_energy_ev=-48686.550 s_squared=6.04 homo_ev="-16.1 / -16.6" total_charge=+2 multiplicity=5 lumo_ev="-7.73 / -11.83"
Pd -0.06 -0.52 -0.65 1.067
N 2.10 0.21 3.06 0.187
C 3.29 -0.24 2.35 0.107
C 2.83 -0.70 1.22 -0.038
N 1.50 -0.50 0.98 0.114
C 1.16 0.06 2.14 -0.254
C -0.29 0.35 2.27 -0.252
N -1.09 0.12 1.27 0.084
C -2.42 0.37 1.79 0.045
C -2.25 0.69 3.07 0.034
N -0.89 0.67 3.46 0.193
H 1.99 1.02 3.72 0.217
H 4.24 -0.11 2.80 0.151
H 3.44 -1.16 0.43 0.166
H -3.33 0.28 1.21 0.148
H -2.94 0.97 3.83 0.150
H -0.48 0.61 4.37 0.178
O -3.04 0.41 -4.08 -0.003
P -1.95 -0.49 -3.51 0.261
O -2.26 -1.95 -4.07 0.036
O -1.87 -0.67 -2.05 -0.287
O -0.60 0.16 -4.03 -0.178
P 0.76 -0.10 -3.16 0.223
O 2.01 -0.10 -3.99 0.000
O 0.83 0.91 -2.00 -0.339
O 0.82 -1.48 -2.47 -0.313
H -3.99 0.53 -4.30 0.169
H 2.52 0.66 -3.67 0.134